[1]
8
Properties=species:S:1:pos:R:3:nbo_charge:R:1 method="wB97M-V/def2-TZVPD" charge=0 de_lowest_kcal_mol=16.4 homo_lumo_gap_ev=8.589 homo_energy_ev=-10.1 max_force_ev_per_a=1.219
O -2.8484 -0.3985 0.4136 -0.405
O 2.2030 -0.7971 0.2215 -0.475
C 0.0730 0.0274 -0.1009 -0.199
C -1.9768 0.2077 -0.0306 0.775
C -0.9075 0.8759 -0.5265 -0.386
C 1.5492 0.1013 -0.2606 0.371
H -0.1473 -0.8821 0.4634 0.183
H 2.0165 0.9470 -0.7920 0.137

[2]
65
Properties=species:S:1:pos:R:3:mulliken_charge:R:1 method="wB97M-V/def2-TZVPD" multiplicity=7 charge=-1 de_lowest_kcal_mol=55.1 homo_lumo_gap_ev="7.387 / 7.397" homo_energy_ev="-5.4 / -5.4" max_force_ev_per_a=1.006
Tb -0.2821 0.5174 -0.0491 0.158
S -4.0660 1.1491 2.9887 -0.311
F -2.9003 1.1539 -3.0439 -0.329
F -3.6433 1.9804 -1.0409 -0.421
F -1.3728 2.0121 -1.5363 -0.350
F -2.4126 0.0380 -1.0689 -0.423
O 4.0708 1.0301 -1.1226 -0.804
O -1.1645 4.3482 2.0076 -0.821
O 2.0910 0.1567 -0.4834 -0.341
O -0.1244 -0.2675 -2.3159 -0.659
O -1.2175 2.2577 1.1845 0.055
O 3.1485 6.0396 -0.2355 -0.551
O -0.2911 0.1023 -4.8384 -0.719
N -0.3831 -2.4092 -1.4703 -1.424
N 1.1464 2.4819 0.1717 0.182
N 0.6836 -0.7671 2.0217 0.203
N -1.7456 0.1511 2.8595 0.159
N -4.4905 -0.2468 0.7002 -0.495
N -2.3716 -0.3019 1.7342 -0.429
N -0.2099 -1.8564 -0.2551 1.242
C -0.0226 -2.6434 0.7397 -1.026
C -0.4541 -3.4666 -4.0375 -0.301
C 2.5088 4.8508 -0.1068 1.187
C -0.3544 -1.2314 -4.9468 0.343
C 0.7534 -2.2331 4.3725 -0.357
C 1.1556 -0.9051 4.3566 -0.844
C -0.3096 -1.5160 -2.4634 1.242
C 3.0867 3.6541 -0.5180 -0.530
C -0.4506 -3.1454 -6.4103 -0.288
C 0.3321 -2.0622 2.0229 1.274
C -0.3854 -1.7799 -6.2318 -0.720
C 1.0893 -0.2184 3.1573 -0.021
C 2.9170 1.0913 -0.7107 0.243
C 1.2462 4.8368 0.4788 -0.811
C -0.3887 -2.0860 -3.8309 0.064
C 0.6053 3.6235 0.6019 0.119
C -0.7310 3.4250 1.3256 0.127
C -2.4459 0.9166 3.6103 0.099
C -3.6000 0.1260 1.6575 0.400
C -0.4891 -3.9994 -5.3104 -0.786
C -2.4331 2.9986 5.0269 -1.208
C 0.3466 -2.8226 3.1922 -1.095
C 2.3647 2.4892 -0.3621 -0.080
C -1.9685 1.5470 4.8779 -0.062
B -2.6280 1.3370 -1.7161 0.710
H -0.4690 -3.5492 -7.4157 0.356
H 4.0046 5.8844 -0.6468 0.294
H -0.4757 -4.0993 -3.1631 0.468
H -5.1572 0.4634 0.4448 0.286
H 0.7672 -2.7999 5.2951 0.410
H 1.5012 -0.4139 5.2556 0.429
H -0.2371 0.3166 -3.8812 0.396
H 4.0786 3.5985 -0.9511 0.436
H -3.5191 3.0398 5.1392 0.355
H -0.3452 -1.0989 -7.0727 0.433
H -0.0377 -3.7225 0.6124 0.340
H -0.8800 1.4888 4.8674 0.070
H -1.9796 3.4581 5.9060 0.392
H -2.1556 3.5780 4.1463 0.251
H -0.5367 -5.0714 -5.4549 0.380
H -2.3224 0.9519 5.7256 0.324
H 1.3773 0.8265 3.1041 0.497
H -4.0425 -0.6622 -0.1049 0.260
H 0.0439 -3.8611 3.1560 0.463
H 0.7810 5.7419 0.8428 0.561

[3]
122
Properties=species:S:1:pos:R:3:mulliken_charge:R:1 method="wB97M-V/def2-TZVPD" charge=0 homo_lumo_gap_ev=4.940 homo_energy_ev=-5.6 max_force_ev_per_a=5.406
Te 2.9883 0.7657 1.2986 -0.096
Te 3.9727 -2.5833 3.7641 -0.438
Te 4.9095 1.0432 3.1073 -0.469
Te 2.5537 -1.8732 1.5669 -0.633
Sn 1.3541 -0.8355 -0.4754 1.021
As 1.3772 -3.1939 -1.5018 1.888
S -1.2029 -0.1917 -0.7587 1.783
P -0.5372 1.0013 2.0259 3.012
P 1.2396 1.8266 -0.7196 1.922
O -0.6873 -2.0620 1.2036 -0.095
O -0.7507 -1.4686 -1.4003 -1.020
N 3.9020 1.7125 -1.5679 -0.557
C 1.8087 3.4602 -0.1403 2.437
C 1.1494 -1.0373 5.8157 -0.655
C 0.3591 3.9932 -4.0246 -1.542
C 3.0628 3.7233 0.3965 -0.749
C 2.6469 1.0191 -1.5752 0.125
C -0.9376 3.6821 -4.3289 0.482
C -0.7310 2.8143 2.2943 0.608
C -2.9180 2.5052 -4.0455 0.005
C -1.6652 3.4408 1.4687 -0.375
C -4.9867 -0.1109 2.8329 0.074
C 2.7848 -6.8220 -1.8048 -0.257
C -0.0372 3.5703 3.2297 -0.644
C 0.2994 2.3689 -2.1864 -0.946
C -1.5941 2.6738 -3.5999 1.113
C -1.0130 1.9425 -2.5400 -0.652
C 3.0304 -7.0977 0.9384 -0.898
C -1.8338 0.8986 -2.0254 -0.723
C -6.3169 -0.7893 2.9718 -0.723
C 0.0272 0.3301 3.6520 1.292
C -3.3562 -1.7667 -0.5530 0.390
C 2.9077 -5.6872 -1.0083 0.393
C 3.9202 -1.4246 -3.1421 -0.882
C 3.0203 -5.8375 0.3730 -0.035
C -3.2244 3.5488 -5.0784 -0.884
C 1.2995 0.6601 4.1364 -0.571
C -1.9541 4.7823 1.6171 -0.612
C -1.8600 4.2020 -5.3909 -0.940
C -3.6868 1.5184 -3.4951 -1.474
C 2.4092 5.9847 0.8589 -0.892
C 0.5659 -3.3758 -3.2020 -1.375
C 1.8550 -0.0116 5.2103 -1.190
C -4.3259 0.8076 3.6056 -1.285
C 3.3571 4.9786 0.9029 -0.901
C 2.7947 -8.0847 -1.2365 -0.684
C 3.7200 0.5529 -0.6837 0.497
C -0.1132 -1.3672 5.3587 -0.864
C 0.9505 3.3294 -2.9444 0.334
C 2.9200 -8.2227 0.1353 -0.414
C -6.3795 -1.7947 1.7953 -0.834
C -3.1073 0.7099 -2.5039 0.252
C 4.6018 -0.6105 -0.8773 -1.149
C 2.7701 -0.7608 -3.3804 -1.258
C 3.0038 -4.3279 -1.6140 -1.001
C -4.3446 -0.6021 1.6873 0.814
C 0.1432 -4.2723 -0.4892 -1.339
C -1.2892 5.5210 2.5821 -0.863
C -3.0062 1.1437 3.2726 0.616
C -5.1005 -1.5971 1.0402 0.345
C 1.9878 0.0372 -2.4807 1.038
C -2.3492 0.6619 2.1520 -1.369
C -0.6663 -0.7080 4.2726 -1.043
C -0.3268 4.9169 3.3712 -0.650
C -2.6747 -0.7298 0.0336 -0.883
C 4.7086 -1.4140 -1.9448 -0.942
C 0.8468 4.4713 -0.1393 -0.713
C -3.0710 -0.1777 1.2693 -0.622
C -4.5805 -2.2377 -0.0525 -1.590
C 1.1530 5.7296 0.3325 -0.887
H -0.6698 -2.1637 5.8270 0.444
H 2.6476 6.9718 1.2229 0.406
H -6.3903 -1.2941 3.9367 0.277
H 3.1349 -4.9606 1.0152 0.276
H -3.9147 4.2762 -4.6405 0.262
H -2.6938 5.2514 0.9829 0.427
H 1.6249 -1.5892 6.6072 0.407
H -1.3800 -2.4633 0.6708 0.040
H -1.9090 5.2912 -5.3955 0.351
H -4.7094 1.3491 -3.8019 0.505
H -0.1437 4.2823 -0.5332 0.303
H 0.2006 5.4942 4.1144 0.477
H 5.5198 -2.1344 -1.9117 0.391
H -7.1313 -0.0653 2.9147 0.300
H -1.4877 3.8897 -6.3713 0.261
H 4.5292 1.5022 -2.3393 0.433
H -2.9112 -2.2276 -1.4295 0.679
H 2.9430 -9.2077 0.5737 0.381
H 2.7088 -6.7233 -2.8831 0.356
H -3.7035 3.1349 -5.9663 0.373
H 5.3289 -0.7270 -0.0698 0.449
H -0.7530 -2.4206 2.1059 0.244
H -5.0848 -3.0576 -0.5401 0.518
H 2.8562 0.2148 5.5512 0.434
H 1.1648 0.5088 -3.0219 -0.350
H 4.3328 5.1568 1.3270 0.502
H 2.7199 -8.9597 -1.8697 0.392
H 3.1463 -7.1847 2.0063 0.465
H 0.4080 6.5107 0.2853 0.473
H -6.4561 -2.8228 2.1512 0.293
H -4.7766 1.2394 4.4856 0.453
H 0.7061 3.1264 3.8737 0.375
H 0.9150 4.7473 -4.5629 0.453
H -1.6516 -0.9954 3.9293 0.326
H 1.9697 3.5914 -2.6747 0.620
H -0.8399 -3.8157 -0.6361 0.145
H -7.2387 -1.6170 1.1468 0.292
H 3.2211 -4.3861 -2.6847 0.668
H -2.4639 1.7961 3.9429 0.550
H -3.7084 -0.0880 -2.0908 0.616
H 0.1269 -5.2683 -0.9275 0.650
H 1.1836 -2.9864 -4.0129 0.352
H -1.5287 6.5647 2.7182 0.392
H 0.3517 -4.3521 0.5804 0.233
H 3.8587 2.9918 0.3557 0.164
H 3.8370 -3.7915 -1.1367 0.201
H 4.3363 -2.0121 -3.9519 0.382
H 0.3769 -4.4361 -3.3779 0.468
H -0.3952 -2.8590 -3.1971 0.169
H 2.3322 -0.8621 -4.3715 0.578
H 1.8818 1.4721 3.6932 0.142
H -2.1906 2.8609 0.7142 0.177

[4]
10
Properties=species:S:1:pos:R:3:nbo_charge:R:1 method="wB97M-V/def2-TZVPD" charge=-1 de_lowest_kcal_mol=123.6 homo_lumo_gap_ev="6.206 / 9.117" homo_energy_ev="-3.0 / -5.1" max_force_ev_per_a=3.103
S -0.0019 -0.6298 2.3677 2.082
O 0.3312 -1.9403 2.8779 -1.004
O -1.3364 -0.2144 2.7069 -1.003
O 1.0335 0.3749 2.5231 -0.993
N 0.1423 1.2048 -1.4694 -0.504
N 0.2837 0.1040 -2.4647 -0.543
C -0.0849 -0.1783 -1.0791 0.109
H 1.3306 0.1232 -2.8265 0.347
H -1.0609 -0.6764 -0.9423 0.170
H -0.6372 1.8324 -1.6937 0.338

[5]
14
Properties=species:S:1:pos:R:3:nbo_charge:R:1 method="wB97M-V/def2-TZVPD" charge=0 de_lowest_kcal_mol=29.8 homo_lumo_gap_ev=9.835 homo_energy_ev=-8.6 max_force_ev_per_a=1.860
N -0.3430 1.0270 -0.0347 -0.618
C 0.3466 -0.0002 0.6305 -0.071
C -1.7463 0.7166 -0.2382 -0.410
C 0.6238 -1.3085 -0.0529 -0.450
C 1.7414 -0.2144 0.1215 -0.420
H 2.0200 0.4089 -0.7583 0.206
H 0.1807 0.0433 1.6921 0.198
H 0.7294 -2.1109 0.6378 0.212
H -2.2071 1.5823 -0.6856 0.197
H -1.9344 -0.1445 -0.9017 0.165
H 2.6145 -0.3972 0.7861 0.221
H -2.2193 0.6039 0.7288 0.193
H 0.1054 1.3456 -0.9213 0.358
H 0.0883 -1.5520 -1.0041 0.219